Entry 1:
Entry from OMol25: a structure of composition C45H40AuO3PSSb2 (the ωB97M-V functional and the def2-TZVPD basis).

```
93
Properties=species:S:1:pos:R:3:forces:R:3
Au 0.1848 -2.0455 -0.5092 0.00 0.01 0.02
O -0.9833 -4.0528 -4.4972 0.02 0.00 -0.01
S -0.3601 -3.3622 -3.3982 0.05 0.08 -0.17
O -0.3760 -1.9039 -3.4839 0.04 -0.04 0.00
O -0.7858 -3.8404 -2.0794 -0.05 -0.11 0.18
C 1.3896 -3.7733 -3.4765 0.02 0.03 -0.01
C 1.7251 -4.8781 -4.2454 0.01 0.00 0.00
C 3.0448 -5.2834 -4.3693 0.01 0.01 0.02
C 4.0408 -4.5755 -3.7197 -0.01 -0.01 -0.01
C 3.7130 -3.4683 -2.9520 0.03 -0.02 0.01
C 2.3925 -3.0424 -2.8173 -0.06 -0.02 -0.03
P 2.0520 -1.5675 -1.7720 -0.03 0.00 -0.01
C 3.5173 -1.4201 -0.6894 -0.01 0.00 0.01
C 3.4130 -1.8251 0.6384 0.01 0.03 -0.01
C 4.5051 -1.7535 1.4926 -0.02 0.00 0.00
C 5.7151 -1.2645 1.0274 0.01 0.00 0.00
C 5.8311 -0.8507 -0.2936 0.00 0.00 -0.01
C 4.7420 -0.9282 -1.1458 -0.01 0.03 -0.01
C 2.2084 -0.1315 -2.8807 0.05 -0.02 -0.02
C 2.6835 1.0813 -2.3813 -0.05 0.01 -0.01
C 2.8294 2.1766 -3.2177 0.00 0.02 0.02
C 2.5005 2.0737 -4.5606 -0.01 -0.01 0.00
C 2.0299 0.8698 -5.0635 0.00 -0.02 -0.01
C 1.8867 -0.2314 -4.2326 0.02 0.00 0.01
H 0.9273 -5.4036 -4.7519 0.00 0.00 0.00
H 3.2898 -6.1477 -4.9728 0.00 0.00 0.00
H 5.0767 -4.8773 -3.8041 0.00 0.00 0.00
H 4.5090 -2.9414 -2.4464 -0.02 -0.02 -0.01
H 2.4601 -2.1873 1.0058 -0.01 -0.01 0.00
H 4.4040 -2.0713 2.5224 0.00 0.00 0.00
H 6.5671 -1.2002 1.6917 -0.01 0.00 0.00
H 6.7730 -0.4638 -0.6606 0.00 0.00 0.00
H 4.8425 -0.5954 -2.1716 0.00 0.01 0.01
H 2.9580 1.1759 -1.3394 0.00 0.00 0.02
H 3.1949 3.1120 -2.8141 -0.01 0.00 0.00
H 2.6109 2.9298 -5.2135 0.00 0.00 0.00
H 1.7706 0.7805 -6.1103 0.00 0.00 0.00
H 1.5068 -1.1600 -4.6309 0.00 0.01 -0.01
C 0.8231 1.6526 0.7460 -0.03 0.08 0.03
C -0.0797 0.9081 1.7160 0.04 -0.12 0.23
C 0.6728 0.3683 2.9275 0.01 0.00 -0.01
Sb -0.5722 -0.7505 4.3033 0.04 0.00 0.01
C -2.0688 0.7603 4.5762 -0.03 -0.01 -0.03
C -2.1801 1.2927 5.8605 0.02 0.01 -0.01
C -3.0502 2.3430 6.1270 -0.01 0.00 -0.01
C -3.8294 2.8723 5.1095 0.00 -0.01 0.01
C -3.7410 2.3436 3.8291 0.00 -0.03 0.00
C -2.8702 1.2956 3.5660 -0.04 0.02 0.02
C -1.4353 -1.8799 2.6930 0.06 0.00 -0.01
C -2.7568 -1.8038 2.2844 -0.02 -0.04 -0.04
C -3.2120 -2.5007 1.1628 0.00 0.08 0.04
C -2.3580 -3.3146 0.4517 -0.07 -0.02 -0.05
C -1.0350 -3.4756 0.8924 0.03 -0.04 -0.01
C -0.5775 -2.7426 1.9949 -0.05 0.05 0.06
Sb -0.2410 2.7611 -0.7798 0.04 0.00 0.06
C -1.8971 1.4138 -0.9583 0.01 0.01 -0.12
C -1.8044 0.4299 -1.9436 0.04 -0.07 0.02
C -2.8630 -0.4378 -2.1882 -0.04 -0.03 0.02
C -4.0393 -0.3067 -1.4642 0.02 -0.01 0.05
C -4.1412 0.6659 -0.4772 -0.01 0.01 0.03
C -3.0750 1.5197 -0.2213 0.00 -0.03 -0.04
C -1.2311 4.0946 0.5853 -0.05 -0.01 -0.04
C -0.9422 4.2120 1.9417 0.02 0.04 0.02
C -1.6814 5.0601 2.7592 0.04 0.00 -0.02
C -2.7195 5.8093 2.2276 0.01 0.01 -0.03
C -3.0074 5.7188 0.8713 0.01 0.01 0.04
C -2.2640 4.8736 0.0604 -0.02 -0.02 0.03
H 1.5357 0.9759 0.2726 -0.02 -0.04 -0.04
H 1.4138 2.4072 1.2768 0.04 -0.04 0.01
H -0.5934 0.0690 1.2326 0.08 0.18 -0.24
H -0.8664 1.5787 2.0566 -0.05 0.03 0.01
H 1.1414 1.1767 3.4959 -0.01 -0.01 0.02
H 1.4778 -0.3061 2.6159 -0.01 0.00 0.00
H -1.5797 0.8890 6.6688 0.00 0.00 0.00
H -3.1189 2.7448 7.1301 0.00 0.00 0.00
H -4.5067 3.6921 5.3129 0.00 0.00 0.00
H -4.3439 2.7549 3.0281 0.01 0.00 0.00
H -2.8213 0.9042 2.5587 0.01 0.01 -0.03
H -3.4552 -1.1831 2.8304 -0.03 0.00 0.00
H -4.2398 -2.3935 0.8464 -0.04 0.02 0.00
H -2.6868 -3.8483 -0.4292 0.02 0.00 0.01
H -0.4261 -4.2620 0.4576 0.01 -0.03 -0.01
H 0.4360 -2.9094 2.3460 0.01 0.00 0.02
H -0.9107 0.3263 -2.5527 -0.01 0.01 0.03
H -2.7582 -1.1973 -2.9528 0.01 0.03 0.03
H -4.8774 -0.9623 -1.6686 0.01 0.00 0.00
H -5.0597 0.7687 0.0908 0.02 0.00 -0.01
H -3.1749 2.2869 0.5384 0.00 0.00 0.01
H -0.1356 3.6406 2.3860 -0.01 -0.02 -0.01
H -1.4476 5.1251 3.8149 -0.01 0.00 0.00
H -3.2980 6.4668 2.8642 0.00 0.00 0.00
H -3.8102 6.3074 0.4450 0.00 0.00 0.00
H -2.5075 4.8112 -0.9957 0.00 -0.01 0.00
```
Positions in Å, forces in eV/Å.

Properties
* strongest force on any atom: 0.31 eV/Å
* ΔE to the lowest compared entry with this formula, charge and spin: 9.1 kcal/mol
* HOMO level: -8.07 eV
* orbital gap: 8.26 eV
* total charge: 0

=====

Entry 2:
Entry from OMol25: a cluster of 7 separate species, C37H81BF4N4O3 in total in a non-equilibrium geometry (the ωB97M-V functional and the def2-TZVPD basis).

```
130
Properties=species:S:1:pos:R:3:forces:R:3
C 19.6642 11.1582 17.9396 -1.03 -0.52 -0.56
C 18.6491 10.8113 16.7753 0.68 -0.69 1.27
C 17.4292 10.0862 17.4732 1.04 0.81 -0.63
C 16.5685 9.3867 16.4364 0.55 0.46 1.04
N 15.1772 9.1515 16.9315 0.64 0.12 -1.48
C 14.5693 8.1921 15.9671 -1.10 -1.60 0.73
C 13.0482 8.4255 15.9707 -0.10 0.16 0.89
C 12.9401 9.8793 16.4180 -0.20 0.90 1.48
C 14.3796 10.3721 16.8287 -2.37 0.12 1.19
C 15.1746 8.5887 18.2940 -0.77 -0.01 -0.06
H 19.8296 10.2477 18.5274 -0.20 0.09 0.07
H 19.3425 11.9559 18.6225 -0.04 -0.16 -0.39
H 20.6319 11.3787 17.5521 0.64 0.61 -0.41
H 19.1866 10.1157 16.1032 -0.33 -0.04 0.29
H 18.3733 11.6526 16.1116 -0.12 0.00 0.72
H 16.9042 10.8721 18.0284 -0.30 0.00 -0.30
H 17.7662 9.3927 18.2559 0.19 0.03 -0.41
H 16.9440 8.3902 16.1954 0.28 0.29 -0.20
H 16.4761 10.0484 15.5785 0.11 -0.36 -0.36
H 14.8724 7.2288 16.3956 -0.26 -0.11 -0.74
H 15.0029 8.3156 14.9947 0.29 0.26 -0.42
H 12.4867 7.7811 16.6670 0.55 0.04 -0.23
H 12.5181 8.3597 15.0283 0.52 -0.50 -0.39
H 12.2413 10.0199 17.2656 0.41 -0.27 -0.34
H 12.4915 10.4595 15.6297 0.27 0.56 -0.32
H 14.4082 10.8769 17.8079 -0.15 -0.05 -0.53
H 14.7643 11.0265 16.0972 0.71 0.62 -0.82
H 15.7033 7.6274 18.2230 -0.13 0.42 0.52
H 14.1017 8.4517 18.5068 0.55 -0.20 0.44
H 15.6314 9.3282 18.9665 -0.21 -0.62 -0.12
C 22.8685 13.1225 14.0016 -0.63 0.53 -0.27
C 23.2155 14.5680 13.9604 -0.03 1.90 0.18
C 22.1993 15.4936 13.2551 0.29 0.21 -0.11
C 20.8347 15.6374 13.9443 0.09 0.39 1.53
N 19.8292 16.5668 13.2221 1.20 -1.59 -0.21
C 19.8049 16.1824 11.7518 -0.87 -0.54 -0.12
C 19.5735 17.4348 10.9221 0.21 1.37 0.88
C 19.6357 18.6075 12.0109 -0.07 0.35 -0.34
C 20.2337 17.9716 13.2325 1.74 0.10 0.27
C 18.4909 16.4426 13.8525 -1.15 0.37 0.71
H 21.9547 12.9687 14.5631 -0.45 -0.21 -0.27
H 23.6185 12.5914 14.5207 0.98 -0.80 0.37
H 22.8115 12.8145 12.9598 -0.30 -0.61 0.06
H 24.2115 14.7374 13.5386 -0.21 -0.12 -0.42
H 23.3278 15.0446 14.9190 0.06 -0.33 0.87
H 22.1450 15.1979 12.2130 -0.18 -0.30 -0.07
H 22.6491 16.4849 13.2238 0.20 0.10 0.00
H 20.9736 16.1045 14.9743 -0.17 -0.47 -1.29
H 20.3059 14.7018 14.1759 -0.03 0.18 -0.35
H 19.0119 15.4432 11.6299 -0.12 0.17 0.12
H 20.6658 15.6332 11.4661 0.85 0.03 0.06
H 18.5543 17.3445 10.5988 -0.41 0.45 -0.61
H 20.2355 17.6015 10.0357 -0.42 -0.36 0.98
H 18.6236 18.9959 12.2152 0.42 -0.16 -0.16
H 20.3105 19.4668 11.8428 -0.61 -0.34 -0.75
H 20.0453 18.4246 14.2004 -0.47 0.02 -0.02
H 21.3308 17.9808 13.1637 -0.23 0.04 -0.27
H 18.4287 15.6706 14.6898 0.37 -0.07 -0.07
H 17.8075 16.1676 13.0623 -0.43 0.08 -0.01
H 18.2095 17.4225 14.2983 0.13 -0.65 -0.48
C 19.0731 7.7020 14.2283 0.48 0.58 -1.50
C 20.0914 8.3227 13.1914 -0.90 -0.15 1.06
C 19.5388 8.4107 11.7728 -1.79 0.44 1.52
C 20.5191 9.1771 10.9740 0.83 -1.11 -1.52
N 20.1214 9.2621 9.5080 -0.08 0.61 -1.08
C 19.7591 7.9145 8.8495 -0.32 0.89 1.30
C 20.0588 8.0745 7.3551 -0.30 0.81 0.82
C 20.8763 9.4030 7.2163 -0.76 -0.88 -0.50
C 21.2853 9.6726 8.6306 0.01 -0.21 0.58
C 18.9977 10.2408 9.3705 -0.43 1.17 0.54
H 18.1903 8.3500 14.2736 0.33 0.18 0.31
H 19.5495 7.5547 15.1987 -0.24 0.02 -0.08
H 18.6758 6.7754 13.8275 0.22 -0.50 0.15
H 21.0270 7.7488 13.1775 -0.12 0.21 0.18
H 20.2711 9.3513 13.5136 0.39 -0.08 0.17
H 18.5156 8.9124 11.8333 1.35 -0.53 -0.24
H 19.4049 7.4098 11.4254 -0.14 -0.73 -0.52
H 21.4965 8.6224 10.9483 -0.71 0.72 0.25
H 20.6144 10.1752 11.3661 0.26 0.49 -0.09
H 18.7155 7.8102 9.1920 0.42 -0.64 -0.68
H 20.4014 7.1509 9.2900 -0.17 0.10 0.21
H 19.1064 8.1333 6.8648 -0.18 -0.12 -0.76
H 20.6298 7.2183 7.0478 0.06 -0.30 -0.44
H 20.2524 10.1987 6.8099 -0.03 0.03 0.15
H 21.6869 9.2775 6.4955 0.16 0.06 0.44
H 21.6160 10.6649 8.8334 -0.03 0.84 0.30
H 22.0396 9.0006 8.9865 0.83 -0.38 -0.23
H 18.2335 10.1371 10.1484 0.35 -0.49 -0.17
H 18.4984 10.2990 8.4133 0.24 -0.78 -0.47
H 19.3602 11.2586 9.5351 0.39 -0.28 0.14
C 8.7532 11.7935 9.4184 -0.28 0.21 0.05
C 10.2468 11.9980 9.1224 -1.65 -0.04 -0.28
C 11.0763 12.1139 10.4212 -0.60 0.44 -1.09
C 12.3365 12.7745 9.8843 -0.69 0.17 0.77
N 13.4368 13.0189 10.8367 -0.10 -0.16 1.39
C 14.0579 11.6592 11.2665 0.77 0.30 -1.19
C 13.7794 11.4734 12.7178 0.48 -0.60 1.16
C 13.8119 12.9055 13.2862 -0.28 0.41 -0.02
C 13.0029 13.6170 12.2073 0.05 -0.11 0.09
C 14.4418 13.9260 10.2000 1.11 -0.58 0.01
H 8.4036 12.5872 10.1062 0.05 -0.64 -0.04
H 8.5933 10.7821 9.8131 -0.09 0.37 0.32
H 8.0878 11.8644 8.5452 0.53 0.03 0.01
H 10.3476 12.9118 8.5335 0.04 0.28 0.24
H 10.5132 11.2400 8.3916 0.68 -0.48 0.37
H 11.2007 11.1455 10.9272 0.09 0.31 -0.16
H 10.4865 12.8127 11.0599 0.62 -0.60 -0.19
H 12.0472 13.7345 9.5086 -0.18 0.67 -0.18
H 12.6991 12.2268 9.0287 0.52 -0.32 -0.08
H 15.1387 11.7896 11.0890 -0.46 -0.40 -0.02
H 13.5985 10.8318 10.6945 0.47 0.69 -0.15
H 14.5698 10.8072 13.1334 -0.51 0.46 -0.16
H 12.8071 10.9433 12.7986 0.35 0.58 0.46
H 14.8283 13.3520 13.3566 -0.48 -0.71 0.03
H 13.2607 13.0935 14.2412 0.63 -0.47 -0.60
H 13.1474 14.6835 12.2386 0.02 0.39 -0.45
H 11.9678 13.3909 12.4380 -0.20 0.00 -0.67
H 14.0624 14.8726 9.8249 -0.69 -0.10 0.35
H 14.8751 13.4098 9.3270 -0.06 0.03 0.50
H 15.2106 14.1082 10.9583 0.05 -0.07 -0.39
B 17.8274 12.0932 12.2497 0.06 1.03 1.10
F 18.7768 12.4100 11.3498 2.69 0.16 -1.76
F 17.3284 10.8476 11.9606 -0.97 -1.94 -0.15
F 18.2885 12.1801 13.5332 0.14 -0.44 0.59
F 16.8530 13.0412 12.0105 -2.16 1.10 0.13
O 18.4266 14.4348 15.8058 0.10 -0.14 -0.17
C 22.6212 15.3343 17.3390 0.01 -2.68 0.75
O 22.5492 14.2150 17.7240 0.07 2.61 -0.79
O 22.7307 16.4096 16.9242 -0.15 0.07 0.15
H 18.4823 14.4118 16.7650 0.00 0.13 0.07
```
Positions in Å, forces in eV/Å.

Properties
* strongest force on any atom: 3.22 eV/Å
* ΔE to the lowest compared entry with this formula, charge and spin: 87.4 kcal/mol
* HOMO level: -9.67 eV
* orbital gap: 5.93 eV
* total charge: +2

=====

Entry 3:
Entry from OMol25: a structure of composition C6H6INO in a non-equilibrium geometry (the ωB97M-V functional and the def2-TZVPD basis).

```
15
Properties=species:S:1:pos:R:3:forces:R:3
C 0.9500 -1.8389 -0.0916 -0.73 3.71 0.42
C 0.0056 -1.4977 0.8684 2.74 0.34 -2.66
C -1.6609 0.4547 0.8100 0.21 0.08 0.20
C -1.0266 1.4685 -0.1416 -1.56 -0.72 -3.70
C 1.5838 -0.7272 -0.7789 -0.14 2.40 0.47
C 0.2223 0.8435 0.2516 3.01 -1.10 -1.80
N -0.3467 -0.1450 0.9800 -1.31 -2.36 1.04
O -2.6906 0.2903 1.3593 -0.38 -0.32 0.02
I 3.3216 0.1252 0.2020 -0.02 -0.34 -0.12
H 1.2604 -2.7202 -0.5596 -0.45 -2.04 0.27
H -0.4513 -2.2773 1.3521 -1.62 -1.09 1.58
H -1.1999 1.1363 -1.2987 -0.11 0.90 2.73
H -1.1959 2.5214 -0.0246 -0.16 0.44 0.09
H 1.9119 -0.7476 -1.8509 -0.68 -0.34 1.10
H 1.0276 1.4086 0.6140 1.19 0.43 0.37
```
Positions in Å, forces in eV/Å.

Properties
* strongest force on any atom: 4.07 eV/Å
* ΔE to the lowest compared entry with this formula, charge and spin: 69.3 kcal/mol
* HOMO level: -8.39 eV
* orbital gap: 8.60 eV
* total charge: 0